# 1
ORCA calculation (wB97M-V/def2-TZVPD) on a 9-piece molecular cluster, H18O9 overall at a distorted geometry.

Geometry as XYZ:
```
27
Properties=species:S:1:pos:R:3:forces:R:3
H -0.25672 -0.88854 0.95876 0.568 0.142 0.361
H 0.71259 0.22015 1.33462 0.055 -0.205 0.259
H 1.61434 -0.06846 -0.21065 0.624 -0.507 0.550
H 2.61554 -0.83274 0.63994 -0.143 0.288 -0.166
H 0.79131 3.14007 0.46115 0.149 0.080 -0.011
H -0.51660 2.81909 -0.24341 0.228 0.311 0.025
H -3.75616 -0.64691 2.12004 0.020 0.052 0.079
H -2.47332 -0.97085 1.37210 -0.084 0.033 0.409
H 5.63275 0.47213 0.47974 -0.057 -0.026 0.024
H 5.30095 -0.96876 0.83157 0.078 0.047 -0.017
H -2.20736 2.65383 -0.93069 -0.366 0.016 -0.100
H -2.50696 3.72128 0.10895 0.043 0.121 -0.051
H 1.71493 -0.10209 -1.95263 0.406 -0.086 -0.224
H 0.61291 -1.14875 -1.94202 0.283 -0.390 -0.219
H -0.89037 -0.23637 -1.44715 -0.167 0.121 0.052
H -1.68682 -0.90524 -0.33884 -0.101 -0.030 -0.351
H -2.86360 -3.95120 -0.10906 0.068 -0.131 -0.007
H -2.83100 -3.15723 -1.40466 -0.037 -0.202 -0.112
O 0.55503 -0.72351 1.45152 -0.952 -0.567 0.984
O 2.49074 0.00687 0.18335 0.342 1.486 -0.018
O 0.09563 3.54313 -0.07042 0.419 -0.363 0.273
O -2.80692 -0.48022 2.13170 -0.132 -0.098 -0.225
O 4.89125 -0.13742 0.56697 0.852 -0.168 0.192
O -2.40861 3.59216 -0.84113 -0.449 -0.291 -0.084
O 1.55753 -1.03821 -1.78558 -0.921 -0.307 -1.103
O -1.08670 -0.16975 -0.50587 -0.628 0.228 -0.632
O -2.29436 -3.74247 -0.85832 -0.099 0.446 0.114
```
Forces are in eV/Å.

Summary:
HOMO-LUMO gap	9.00	eV
energy above the lowest of the compared OMol25 structures with the same formula, charge and spin	109.7	kcal per mole
charge	0
energy	-687.851035	a.u.
HOMO	-9.7	eV
max |F|	1.5	eV/A

=====

# 2
ORCA calculation (wB97M-V/def2-TZVPD) on a 2-piece molecular cluster, C3H10NO3 overall at a distorted geometry.

Geometry as XYZ:
```
17
Properties=species:S:1:pos:R:3:forces:R:3
O -1.62708 0.91331 -0.73450 0.170 -0.284 0.318
C -0.54460 1.05171 -0.23554 -0.411 0.568 -0.445
O -0.21818 1.90522 0.71943 0.493 0.485 0.278
C 0.67003 0.33382 -0.85692 -0.052 0.884 0.177
C 2.03933 0.74028 -0.42234 1.131 0.091 1.628
N 0.44841 -1.14003 -0.69242 -0.035 0.201 -0.701
H -0.83365 2.65518 0.84013 -0.216 -0.687 -0.083
H 0.52196 0.65394 -1.87677 0.032 -0.629 -0.650
H 2.85731 0.64899 -1.13717 -0.415 -0.150 -0.289
H 2.10183 1.72712 0.02607 -0.457 0.474 -0.660
H 2.34911 0.20858 0.47621 0.017 -0.673 0.028
H 1.24173 -1.69721 -1.01808 0.148 0.149 0.251
H -0.33662 -1.42882 -1.27655 -0.422 -0.064 0.310
H 0.25156 -1.33952 0.29396 -0.187 -0.587 -0.014
H -1.37747 -3.51034 1.73175 0.100 -0.069 0.339
H -0.26748 -2.73219 2.54662 -0.287 -0.412 0.227
O -0.77102 -2.76536 1.72984 0.391 0.703 -0.713
```
Forces are in eV/Å.

Summary:
HOMO-LUMO gap	11.51	eV
energy above the lowest of the compared OMol25 structures with the same formula, charge and spin	24.0	kcal per mole
charge	+1
energy	-400.546395	a.u.
HOMO	-15.0	eV
max |F|	2.0	eV/A

=====

# 3
ORCA calculation (wB97M-V/def2-TZVPD) on a 2-piece molecular cluster, C4H7N2S overall at a distorted geometry.

Geometry as XYZ:
```
14
Properties=species:S:1:pos:R:3:forces:R:3
C -1.30631 1.43743 -0.03982 -0.477 1.271 0.261
C -2.58559 0.99750 -0.01924 -0.300 -0.958 0.979
C -0.96097 -0.63323 -0.77577 -0.755 -0.430 2.028
C 2.34500 -1.26200 0.52186 -1.034 -0.490 -0.582
N -0.40793 0.50752 -0.40661 0.566 -1.696 -1.728
N 2.05713 -0.11044 0.13584 1.666 2.687 0.237
S -2.60367 -0.70273 -0.30594 0.357 0.387 -1.361
H -1.01217 2.44239 0.17921 0.250 0.265 0.100
H -3.49192 1.47517 0.35747 0.491 0.054 -0.375
H 3.19858 -1.63549 1.01687 1.128 0.076 0.579
H 1.58228 -1.95338 0.26678 -0.422 -1.240 0.091
H 2.78289 0.63907 0.36632 -1.141 -1.236 -0.440
H 0.71421 0.28000 -0.36525 0.036 1.479 0.641
H -0.31155 -1.48182 -0.93171 -0.366 -0.166 -0.430
```
Forces are in eV/Å.

Summary:
HOMO-LUMO gap	10.33	eV
energy above the lowest of the compared OMol25 structures with the same formula, charge and spin	29.4	kcal per mole
charge	+1
energy	-664.027873	a.u.
HOMO	-14.4	eV
max |F|	3.2	eV/A

=====

# 4
ORCA calculation (wB97M-V/def2-TZVPD) on C19H16N6NiO5S2 as an isolated structure.

Geometry as XYZ:
```
49
Properties=species:S:1:pos:R:3:forces:R:3
Ni -1.26727 -0.74038 1.75524 0.006 -0.205 0.308
C -4.42004 -3.44200 -1.05716 0.008 0.043 -0.028
N -4.44550 -1.98913 -0.94457 -0.078 -0.077 0.065
C -5.51712 -1.18296 -1.26854 0.033 -0.039 -0.066
C -5.17429 0.07436 -0.96720 0.062 0.020 0.000
N -3.87234 0.04775 -0.45903 -0.083 0.045 0.229
C -3.43828 -1.25379 -0.43381 0.021 0.028 -0.147
S -1.95378 -1.97329 -0.02703 -0.032 0.068 -0.124
C -3.22824 1.23355 0.02023 0.001 -0.130 -0.138
C -3.70295 2.47523 -0.39100 0.002 0.009 -0.091
C -3.12859 3.60907 0.14777 0.003 0.013 0.026
C -2.10645 3.48006 1.07628 -0.006 0.006 -0.031
C -1.68528 2.20689 1.39197 0.003 -0.025 -0.076
N -2.22189 1.09844 0.86022 -0.085 0.329 0.270
H -5.32314 -3.75601 -1.57261 -0.007 0.007 0.008
H -4.38086 -3.88841 -0.06545 0.014 0.007 0.006
H -3.54649 -3.75768 -1.62120 0.002 0.011 -0.024
H -6.42665 -1.57347 -1.68768 0.011 -0.029 0.026
H -5.75095 0.97299 -1.05453 0.016 0.028 0.055
H -4.48210 2.56924 -1.12989 -0.003 -0.019 -0.022
H -3.47919 4.58572 -0.15737 0.011 -0.006 -0.009
H -1.63507 4.34019 1.52854 -0.009 -0.004 0.005
H -0.87878 2.04835 2.09879 0.010 -0.015 -0.003
O 4.85467 2.75088 -2.89988 0.029 -0.025 0.010
S 6.16849 2.13938 -2.83966 -0.004 0.124 -0.061
O 7.16388 2.89621 -2.10620 -0.022 -0.033 -0.003
O 6.62206 1.53641 -4.07553 -0.009 -0.021 0.032
C 5.91769 0.69830 -1.75459 -0.010 -0.185 0.112
N 6.95404 -0.12913 -1.54581 -0.125 0.089 -0.005
C 6.74219 -1.15262 -0.73874 0.043 0.042 -0.051
C 5.51887 -1.39567 -0.12061 0.008 -0.074 0.056
C 4.51771 -0.48950 -0.40503 -0.086 0.032 -0.003
N 4.71608 0.54576 -1.21248 0.152 0.042 -0.075
C 3.13428 -0.56351 0.14167 0.040 -0.005 -0.005
C 2.67039 -1.59050 0.95787 0.033 -0.012 -0.012
C 1.36541 -1.56794 1.40085 0.063 0.122 0.051
N 0.51488 -0.58402 1.07742 0.128 -0.182 -0.061
C 0.95448 0.40451 0.28728 0.004 -0.088 -0.066
C 2.24100 0.45226 -0.19231 -0.002 0.039 -0.006
H 7.58435 -1.81686 -0.57140 -0.007 -0.005 0.007
H 5.38649 -2.24285 0.53804 0.007 0.011 -0.015
H 3.30807 -2.41234 1.25032 -0.007 0.001 0.002
H 0.97880 -2.34866 2.04249 -0.016 0.007 0.007
H 0.24133 1.16752 0.01785 -0.061 0.014 -0.004
H 2.57711 1.25623 -0.83481 0.005 -0.007 0.007
O -2.82336 -0.94907 2.98510 -0.028 -0.016 -0.072
C -2.03197 -0.68648 3.93004 -0.108 0.029 -0.066
O -0.81575 -0.47767 3.66531 0.053 0.074 -0.035
H -2.39598 -0.62533 4.96086 0.018 -0.038 0.014
```
Forces are in eV/Å.

Summary:
HOMO-LUMO gap (alpha / beta)	5.69 / 5.85	eV
energy above the lowest of the compared OMol25 structures with the same formula, charge and spin	0.0	kcal per mole
charge	0
energy	-3743.065444	a.u.
HOMO (alpha / beta)	-7.1 / -7.1	eV
max |F|	0.4	eV/A

=====

# 5
ORCA calculation (wB97M-V/def2-TZVPD) on a 5-piece molecular cluster, C31H29B2F7N4O6 overall.

Geometry as XYZ:
```
79
Properties=species:S:1:pos:R:3:forces:R:3
C 2.87641 -0.58735 0.83697 0.040 0.084 -0.311
C 3.67093 0.20506 -0.20648 -0.001 -0.300 -0.031
O 2.77468 0.84014 -1.13445 -0.231 0.281 0.364
B 2.75343 2.21989 -1.14738 0.146 -0.364 -0.318
O 3.88758 2.95249 -1.32946 -0.458 0.029 -0.114
C 1.35734 2.90797 -0.90438 -0.067 0.403 0.306
C 1.14826 3.97501 -0.10707 0.429 -0.154 -0.344
B 2.28692 4.71192 0.70931 0.066 0.011 0.092
O 2.91922 5.81583 0.25313 -0.224 0.103 0.253
O 2.61530 4.22069 1.95435 0.078 -0.196 -0.230
C -0.25211 4.47300 0.03528 0.014 0.126 -0.078
O -0.52280 5.64679 0.11200 -0.050 -0.017 0.281
C -1.30692 3.41787 0.02837 0.027 -0.387 -0.202
C -1.09339 2.35414 -0.74434 -0.308 0.028 0.309
C -2.03530 1.18398 -0.85578 -0.061 0.044 -0.262
F -2.99572 1.42477 -1.79656 0.281 -0.108 0.299
F -1.35664 0.07169 -1.23915 -0.171 0.259 0.101
C -2.79063 0.80103 0.45035 -0.123 -0.327 -0.113
F -3.38983 -0.38936 0.22780 0.089 0.319 0.063
F -3.75145 1.71054 0.71797 0.203 -0.107 -0.048
C -1.87969 0.64732 1.71759 -0.303 -0.053 0.005
F -1.89295 1.76167 2.44500 0.102 0.157 0.005
F -0.62204 0.36966 1.38415 0.152 -0.014 -0.074
F -2.33563 -0.33947 2.48181 -0.054 -0.068 0.009
C 0.15804 2.33019 -1.57191 0.009 0.016 0.042
O 0.15337 1.94030 -2.71035 0.063 -0.232 -0.121
H 3.25820 -1.60127 0.93948 0.090 0.015 0.120
H 1.84823 -0.66981 0.49127 -0.088 0.012 0.080
H 2.90186 -0.09729 1.80821 -0.124 -0.045 0.066
H 4.32364 -0.46695 -0.76050 0.047 0.062 -0.139
H 4.28758 0.96007 0.28077 0.156 0.012 -0.090
H 4.37408 2.56911 -2.07875 0.469 0.328 0.066
H 3.48017 6.17937 0.95146 0.107 0.014 -0.206
H 2.26678 3.33379 2.09503 -0.080 0.168 0.180
H -2.18595 3.55332 0.64202 -0.099 0.171 -0.097
N -3.58685 -2.77912 7.24323 0.007 -0.013 -0.015
C -3.04550 -1.97171 6.33587 -0.003 0.030 0.037
C -2.67739 -2.38072 5.06101 -0.030 -0.084 0.095
C -2.87898 -3.70532 4.71464 -0.161 0.015 -0.072
C -3.44143 -4.56204 5.64975 -0.070 0.076 -0.042
C -3.77825 -4.04967 6.89262 -0.007 -0.004 0.050
H -2.90022 -0.94328 6.64839 0.014 0.010 -0.033
H -2.24186 -1.68217 4.36527 0.034 0.034 0.005
H -2.60199 -4.06642 3.73217 0.013 0.000 0.002
H -3.61525 -5.60468 5.41937 -0.011 -0.005 0.010
H -4.22378 -4.68521 7.65028 0.002 -0.027 -0.019
N 0.82224 -5.39092 4.34887 -0.008 -0.049 0.002
C -0.17833 -5.65744 5.18755 0.153 0.004 -0.029
C -0.37577 -6.89712 5.77726 0.006 -0.016 -0.014
C 0.51203 -7.91821 5.48011 -0.004 -0.022 0.007
C 1.55725 -7.65698 4.60914 -0.016 0.000 0.014
C 1.66708 -6.38206 4.07413 0.006 0.047 -0.027
H -0.85061 -4.83679 5.39200 0.059 -0.024 0.093
H -1.20573 -7.05384 6.45316 -0.005 0.019 0.006
H 0.39246 -8.90000 5.91989 0.001 -0.002 0.002
H 2.27409 -8.42327 4.34814 0.012 0.006 -0.008
H 2.47307 -6.13912 3.39019 0.011 -0.034 -0.001
N -5.68726 1.81290 -6.95524 0.005 -0.005 0.020
C -6.55768 1.65956 -5.96008 -0.016 0.007 -0.043
C -6.18700 1.45182 -4.63992 0.026 -0.005 0.007
C -4.83646 1.39755 -4.33400 0.011 -0.005 0.006
C -3.91796 1.55482 -5.35925 0.005 0.003 0.004
C -4.39366 1.76002 -6.64585 -0.009 0.009 -0.044
H -7.60487 1.70600 -6.23897 -0.010 -0.002 0.035
H -6.94029 1.33565 -3.87256 -0.014 -0.001 -0.007
H -4.49603 1.23778 -3.32018 -0.128 -0.011 -0.097
H -2.85388 1.52043 -5.16617 0.002 0.005 -0.003
H -3.70570 1.88992 -7.47419 0.028 -0.006 0.020
N 4.88845 2.81177 -4.28319 0.035 -0.328 0.157
C 5.37661 3.69996 -5.14565 -0.034 0.117 0.103
C 5.89197 3.35776 -6.38574 -0.018 -0.039 -0.014
C 5.90252 2.02160 -6.75120 0.005 0.001 -0.014
C 5.39660 1.08459 -5.86507 0.003 0.012 -0.017
C 4.90264 1.52902 -4.64935 -0.019 0.035 -0.001
H 5.34924 4.73436 -4.82282 0.019 0.006 -0.019
H 6.27345 4.12291 -7.04712 -0.001 0.016 0.008
H 6.29664 1.71565 -7.71150 0.003 -0.001 -0.002
H 5.38255 0.03149 -6.10856 -0.010 -0.008 0.010
H 4.49285 0.82448 -3.93221 -0.007 -0.029 -0.030
```
Forces are in eV/Å.

Summary:
HOMO-LUMO gap	8.14	eV
energy above the lowest of the compared OMol25 structures with the same formula, charge and spin	0.0	kcal per mole
charge	0
energy	-2618.075379	a.u.
HOMO	-9.5	eV
max |F|	0.6	eV/A

=====

# 6
ORCA calculation (wB97M-V/def2-TZVPD) on an isolated ion of composition CH6NO and charge +1 at a distorted geometry.

Geometry as XYZ:
```
9
Properties=species:S:1:pos:R:3:forces:R:3
C -0.47934 0.40701 0.09158 -0.396 -1.130 -0.229
N 0.67673 -0.56088 0.41996 0.789 -1.827 -0.329
O -0.27118 0.65845 -1.24949 -1.860 -0.159 -1.232
H -1.36608 -0.08568 0.50410 -0.239 -0.545 -1.080
H -0.54042 1.34058 0.59493 1.417 0.726 1.242
H 0.81447 -0.92605 1.36616 -0.396 0.963 0.532
H 0.70002 -1.51337 -0.07189 -1.174 1.659 -0.090
H 1.57630 -0.21530 0.10477 0.308 0.840 0.041
H -1.11051 0.89522 -1.76013 1.550 -0.527 1.145
```
Forces are in eV/Å.

Summary:
HOMO-LUMO gap	12.21	eV
energy above the lowest of the compared OMol25 structures with the same formula, charge and spin	16.3	kcal per mole
charge	+1
energy	-171.401023	a.u.
HOMO	-16.3	eV
max |F|	2.2	eV/A

=====

# 7
ORCA calculation (wB97M-V/def2-TZVPD) on C3H4OS in the gas phase at a distorted geometry.

Geometry as XYZ:
```
9
Properties=species:S:1:pos:R:3:forces:R:3
C -1.00293 -0.01521 0.11694 -1.026 -1.270 0.541
C -0.27728 1.09655 0.02053 1.734 1.310 -1.197
C -0.28688 -1.27101 0.33142 -0.650 -0.647 -0.334
O 0.82819 -1.65354 -0.21496 0.611 -0.050 -0.165
S -2.73312 -0.40150 -0.04212 1.881 0.002 0.115
H -0.62856 2.09390 -0.23670 -0.568 -0.361 0.300
H 0.83214 1.08123 -0.10631 -0.773 -0.366 0.621
H 1.40795 -1.03749 -0.72585 -1.219 0.096 0.435
H -0.70754 -2.15670 0.87579 0.011 1.287 -0.315
```
Forces are in eV/Å.

Summary:
HOMO-LUMO gap	6.37	eV
energy above the lowest of the compared OMol25 structures with the same formula, charge and spin	62.5	kcal per mole
charge	0
energy	-590.025078	a.u.
HOMO	-7.7	eV
max |F|	2.5	eV/A

=====

# 8
ORCA calculation (wB97M-V/def2-TZVPD) on a 2-piece molecular cluster, H5N3O overall at a distorted geometry.

Geometry as XYZ:
```
9
Properties=species:S:1:pos:R:3:forces:R:3
H 1.44723 -0.75357 1.06635 -0.012 0.360 -0.311
H 1.64911 -1.20111 -0.43453 0.141 0.043 -0.545
H 0.69750 1.16969 0.52895 0.209 0.333 -0.181
H 0.13529 0.24793 -0.63982 0.463 0.815 -0.097
H -2.86277 0.67577 -0.35068 -0.304 0.241 0.032
N 1.79403 -0.40307 0.16358 0.728 -0.643 1.056
N 1.00785 0.70110 -0.32011 -1.103 -0.764 0.005
N -2.37175 0.13609 0.37695 4.891 -4.076 -4.418
O -1.49650 -0.57282 -0.39068 -5.013 3.691 4.460
```
Forces are in eV/Å.

Summary:
HOMO-LUMO gap	6.52	eV
energy above the lowest of the compared OMol25 structures with the same formula, charge and spin	62.8	kcal per mole
charge	0
energy	-242.316704	a.u.
HOMO	-8.6	eV
max |F|	7.7	eV/A

=====

> max |F| of number 4 (C19H16N6NiO5S2)?

0.4 eV/A

=====

> What is the formula in the sixth record?

CH6NO

=====

> Which of these has the lowest max |F|?

C19H16N6NiO5S2